ORCA calculation (ωB97M-V with the def2-TZVPD basis set) on an isolated molecule of C2HN3 in a non-equilibrium geometry.

Element x y z (Å)
1 C -1.045 0.165 0.242
2 C 0.791 -1.462 0.022
3 N -0.162 0.925 -0.016
4 N 1.353 -0.430 -0.105
5 N 1.092 0.881 -0.073
6 H -2.029 -0.079 -0.069

Output
Largest force on an atom   0.118 Eh/bohr
Molar mass   67.051 g/mol
Spin multiplicity   3
Highest occupied orbital energy (alpha / beta)   -8.46 / -11.17 eV
Total energy   -240.79247 Eh
Kohn-Sham gap (alpha / beta)   0.3341 / 0.3097 hartree